# 1
C35H57Br20N2P as an isolated structure, computed with ωB97M-V with the def2-TZVPD basis set.

```
115
Properties=species:S:1:pos:R:3:lowdin_charge:R:1
C 7.07 -0.28 0.88 -0.0608
C 6.69 0.30 -0.32 -0.1822
C 5.17 0.53 -0.67 -0.2749
P 4.01 0.41 0.78 0.8412
C 2.18 0.42 0.41 -0.2864
C 1.76 0.73 -0.91 -0.1026
C 4.11 2.29 1.06 -0.2609
C 5.42 2.88 1.42 -0.0469
C 5.44 4.30 1.63 -0.3335
N 4.41 5.21 1.57 -0.4354
C 3.20 4.68 1.27 -0.1429
C 3.05 3.27 1.01 -0.0488
C 3.93 -1.54 0.73 -0.4153
C 2.98 -2.11 1.66 -0.3605
C 2.83 -3.55 1.76 -0.0910
C 3.73 -4.26 0.86 -0.0796
C 4.58 -3.52 -0.01 -0.1885
N 4.75 -2.17 -0.15 0.0469
H 6.94 0.24 1.87 0.0494
H 7.49 -1.32 0.95 0.0693
H 7.48 0.56 -1.07 0.1004
H 4.87 0.00 -1.60 0.1009
H 5.14 1.63 -0.98 0.0845
H 4.54 0.24 2.11 0.0430
H 1.37 0.19 1.14 0.0689
H 1.47 1.79 -1.16 0.0661
H 1.74 -0.02 -1.75 -0.0541
H 6.35 2.29 1.54 0.0857
H 6.44 4.72 1.90 0.0451
H 2.33 5.37 1.24 0.1044
H 2.01 2.94 0.77 0.0842
H 2.34 -1.47 2.34 -0.0634
H 2.11 -4.01 2.46 0.1060
H 3.75 -5.36 0.85 0.1002
H 5.22 -4.13 -0.71 0.1087
Br 1.76 -2.29 -1.69 0.8519
C 1.69 -4.02 -2.58 -0.6380
C 0.27 -4.51 -2.70 -0.7030
Br -0.38 -5.21 -0.99 0.6209
H 2.33 -4.69 -2.02 0.0473
H 2.12 -3.85 -3.56 0.0267
H 0.21 -5.35 -3.39 0.0563
H -0.43 -3.73 -3.01 -0.0141
Br 3.15 -1.63 4.10 0.9240
C 3.44 -1.56 6.03 -0.6357
C 3.43 -2.94 6.63 -0.6952
Br 1.62 -3.64 6.78 0.5999
H 2.67 -0.91 6.44 0.0518
H 4.41 -1.09 6.16 0.0584
H 3.81 -2.92 7.65 0.0554
H 4.00 -3.66 6.05 0.0509
Br -2.96 -2.48 -0.57 0.5706
C -1.32 -1.94 0.34 -0.7081
C -1.57 -0.78 1.26 -0.6923
Br -1.72 0.89 0.26 0.6190
H -0.58 -1.74 -0.42 -0.0224
H -1.01 -2.82 0.91 0.0394
H -0.73 -0.63 1.94 0.0487
H -2.48 -0.88 1.85 -0.0086
Br -6.59 -3.86 -0.80 0.6310
C -6.25 -3.92 -2.71 -0.6938
C -5.63 -5.24 -3.11 -0.6739
Br -3.74 -5.30 -2.64 0.5749
H -5.63 -3.06 -2.96 0.0462
H -7.23 -3.81 -3.18 -0.0680
H -5.65 -5.36 -4.20 0.0577
H -6.10 -6.09 -2.64 0.0520
Br -7.71 -0.02 -2.26 0.5978
C -8.95 -0.81 -0.98 -0.7219
C -9.15 0.08 0.22 -0.6831
Br -7.62 -0.03 1.43 0.6162
H -8.57 -1.79 -0.73 -0.0124
H -9.89 -0.92 -1.53 -0.0077
H -10.00 -0.25 0.81 0.0569
H -9.28 1.13 -0.04 0.0516
Br -12.51 -2.18 -1.92 0.6339
C -12.15 -2.24 -3.84 -0.6811
C -11.51 -3.55 -4.24 -0.6724
Br -9.62 -3.59 -3.76 0.6977
H -11.54 -1.38 -4.08 0.0547
H -13.13 -2.14 -4.31 0.0583
H -11.53 -3.67 -5.32 0.0589
H -11.98 -4.41 -3.77 0.0530
Br -2.34 -1.89 -4.22 0.6267
C -2.01 -1.95 -6.14 -0.6799
C -1.39 -3.26 -6.55 -0.6724
Br 0.50 -3.33 -6.08 0.6630
H -1.39 -1.09 -6.38 0.0517
H -2.99 -1.83 -6.60 0.0575
H -1.42 -3.38 -7.63 0.0570
H -1.86 -4.12 -6.08 0.0517
Br -4.08 0.83 3.55 0.6410
C -5.31 0.03 4.83 -0.6872
C -5.50 0.91 6.03 -0.6972
Br -3.97 0.80 7.24 0.5989
H -4.91 -0.96 5.07 0.0543
H -6.25 -0.09 4.28 0.0239
H -6.35 0.57 6.63 0.0570
H -5.63 1.96 5.78 0.0513
Br 8.48 8.93 -0.86 0.6056
C 8.95 7.04 -0.98 -0.6977
C 7.78 6.21 -1.45 -0.6327
Br 6.48 5.95 -0.01 0.8546
H 9.32 6.74 0.00 0.0498
H 9.76 6.99 -1.70 0.0535
H 8.10 5.21 -1.73 0.0559
H 7.24 6.66 -2.28 0.0525
Br 3.56 10.39 -0.35 0.5718
C 3.41 10.04 1.56 -0.7074
C 4.57 9.20 2.05 -0.6345
Br 4.37 7.29 1.55 0.8476
H 2.44 9.57 1.72 0.0436
H 3.42 11.02 2.03 0.0457
H 4.60 9.20 3.14 0.0486
H 5.53 9.53 1.66 0.0386
```

HOMO-LUMO gap = 6.19 eV
Highest occupied orbital energy = -7.1 eV

---

# 2
A 14-piece molecular cluster, C35H57FIN14 overall, computed with ωB97M-V with the def2-TZVPD basis set.

```
108
Properties=species:S:1:pos:R:3:lowdin_charge:R:1
C -1.27 0.07 1.44 -0.1266
C -0.95 0.61 0.01 -0.3521
F 0.46 0.31 -0.15 -0.1279
C -1.17 2.15 -0.12 -0.2153
C -1.88 2.58 -1.49 -0.2952
C -1.74 4.18 -1.44 -0.2532
C -2.75 4.98 -0.58 -0.3123
N -2.40 5.10 0.87 -0.0336
C -3.40 2.18 -1.59 -0.3196
C -4.28 1.61 -0.44 -0.6936
C -4.29 2.27 0.98 -0.1638
I -4.30 -0.60 -0.33 0.7171
H -1.01 -1.01 1.55 0.0530
H -0.70 0.69 2.18 0.0858
H -2.34 0.16 1.72 -0.0220
H -1.43 0.02 -0.80 0.0830
H -0.13 2.57 -0.24 0.0946
H -1.57 2.65 0.79 0.0732
H -1.75 4.61 -2.48 0.0762
H -0.71 4.43 -1.04 0.0851
H -3.83 4.70 -0.69 0.0853
H -2.73 6.05 -0.96 0.0870
H -3.17 5.56 1.35 0.0470
H -1.52 5.59 0.99 0.0547
H -3.44 1.41 -2.41 0.0539
H -3.95 3.05 -2.06 0.0924
H -5.34 1.79 -0.78 0.0528
H -5.21 1.87 1.48 0.0629
H -4.45 3.37 0.95 0.0590
H -3.45 1.96 1.64 0.0494
C -1.35 -1.58 5.39 -0.0887
C -2.47 -1.20 4.52 -0.2710
N -3.32 -0.89 3.80 0.1413
H -1.72 -2.03 6.31 0.0323
H -0.72 -2.30 4.87 0.0347
H -0.75 -0.70 5.63 0.0788
C 2.35 0.13 -2.42 -0.1600
C 3.08 0.84 -3.48 -0.2449
N 3.66 1.39 -4.32 0.1121
H 2.29 0.73 -1.55 0.0141
H 1.33 -0.08 -2.76 0.0869
H 2.85 -0.81 -2.19 0.0488
C 2.12 -1.83 2.76 -0.0396
C 1.82 -2.54 4.03 -0.2623
N 1.59 -3.10 5.01 0.1227
H 2.53 -2.53 2.03 0.0486
H 1.21 -1.39 2.36 0.0651
H 2.85 -1.04 2.95 0.0808
C 5.38 3.54 -2.74 -0.0831
C 6.12 4.81 -2.82 -0.2671
N 6.71 5.80 -2.88 0.1092
H 6.05 2.73 -2.45 0.0746
H 4.59 3.62 -1.99 0.0821
H 4.93 3.31 -3.70 0.0426
C -3.52 -5.11 0.14 -0.0771
C -2.23 -4.45 0.39 -0.2518
N -1.20 -3.95 0.57 0.1450
H -3.90 -4.84 -0.84 0.0153
H -3.41 -6.19 0.19 0.0393
H -4.25 -4.79 0.89 0.0924
C 5.67 8.93 -4.31 -0.0734
C 5.10 10.24 -3.92 -0.2829
N 4.66 11.26 -3.62 0.1101
H 5.70 8.85 -5.39 0.0685
H 6.68 8.84 -3.92 0.0751
H 5.06 8.13 -3.90 0.0702
C 0.02 -7.63 0.25 -0.0499
C -1.29 -7.78 0.91 -0.2499
N -2.31 -7.90 1.43 0.1420
H 0.80 -8.06 0.87 0.0846
H 0.01 -8.14 -0.72 0.0842
H 0.23 -6.57 0.09 0.0545
C -3.20 -9.02 4.74 -0.0754
C -2.81 -9.15 6.15 -0.2844
N -2.50 -9.25 7.26 0.1200
H -4.26 -8.77 4.66 0.0774
H -2.61 -8.24 4.26 0.0626
H -3.02 -9.96 4.22 0.0783
C -4.59 -5.95 6.99 -0.0619
C -3.96 -4.62 6.90 -0.2384
N -3.47 -3.58 6.83 0.1566
H -3.84 -6.71 7.20 0.0540
H -5.33 -5.96 7.79 0.0805
H -5.08 -6.19 6.05 0.0773
C 6.44 12.26 -6.97 -0.0706
C 6.41 11.01 -7.75 -0.2809
N 6.38 10.04 -8.37 0.1193
H 6.71 12.04 -5.94 0.0669
H 7.17 12.95 -7.39 0.0759
H 5.46 12.74 -6.98 0.0819
C 5.80 0.73 0.93 -0.0520
C 4.71 0.52 -0.05 -0.1731
N 3.86 0.36 -0.81 0.1338
H 6.70 1.06 0.41 0.0774
H 5.50 1.49 1.65 0.0808
H 6.01 -0.20 1.46 0.0774
C -4.76 -4.09 -4.31 -0.0533
C -5.19 -4.75 -3.06 -0.2441
N -5.53 -5.26 -2.08 0.1350
H -4.32 -4.83 -4.98 0.0783
H -5.62 -3.63 -4.80 0.0825
H -4.02 -3.32 -4.09 0.0864
C 1.99 -3.94 -0.67 -0.0660
C 3.32 -3.32 -0.44 -0.2757
N 4.35 -2.85 -0.26 0.1336
H 1.62 -3.67 -1.65 0.0857
H 2.09 -5.03 -0.61 0.0651
H 1.28 -3.61 0.09 0.0376
```

HOMO-LUMO gap = 3.24 eV
Highest occupied orbital energy = -1.7 eV
Charge = -1